No. 1
Cl4Cr | ωB97M-V/def2-TZVPD

Computed properties:
- 2S+1 = 4
- DFT total energy (eV) = -78517.4328
- ⟨S²⟩ = 3.85
- energy relative to the best compared isomer or geometry (same formula, charge and spin) (kcal per mole) = 11.2
- orbital gap (alpha / beta) (hartree) = 0.2727 / 0.3611
- net charge = -1
- LUMO (alpha / beta) (eV) = 0.89 / 3.03
- highest occupied orbital energy (alpha / beta) (eV) = -6.53 / -6.80

CARTESIAN COORDINATES (ANGSTROEM)
Cr  -0.185  -0.050  -0.016
Cl  -0.730  -0.074  -2.397
Cl  -0.883  -1.576  1.624
Cl  -0.476  2.122  0.814
Cl  2.274  -0.421  -0.025

Force components x, y, z for each atom (eV/Å):
1.28 0.10 -0.19
0.31 0.10 1.57
0.35 0.96 -0.87
0.14 -1.50 -0.55
-2.08 0.34 0.03

For reference, the natural (NBO) charges in units of e are: Cr 1.270; Cl -0.629; Cl -0.572; Cl -0.523; Cl -0.546

No. 2
C12H20BFNO3S | ωB97M-V/def2-TZVPD

Computed properties:
- DFT total energy (eV) = -34623.2302
- orbital gap (hartree) = 0.2108
- net charge = +1
- LUMO (eV) = -5.48
- highest occupied orbital energy (eV) = -11.21

CARTESIAN COORDINATES (ANGSTROEM)
C  3.628  0.443  0.103
C  4.262  1.582  0.908
O  3.399  2.753  0.989
B  3.234  3.398  -0.166
O  4.273  3.673  -0.987
S  1.470  3.965  -0.675
F  1.229  3.357  -2.111
C  0.352  3.219  0.542
C  -0.404  1.951  0.078
O  -1.470  1.807  0.520
N  0.191  0.985  -0.802
C  -0.039  -0.349  -0.172
C  -0.540  1.052  -2.114
H  2.580  0.357  0.416
H  4.093  -0.519  0.344
H  3.700  0.624  -0.977
H  4.394  1.230  1.936
H  5.263  1.845  0.552
H  4.092  3.400  -1.903
H  0.878  3.051  1.494
H  -0.414  3.976  0.752
H  0.704  -1.056  -0.553
H  -1.060  -0.715  -0.339
H  0.064  -0.274  0.918
H  -1.037  2.025  -2.187
H  -1.243  0.226  -2.252
H  0.221  1.001  -2.901
C  -2.704  -3.825  1.839
C  -2.957  -2.521  1.435
C  -3.734  -2.280  0.309
C  -4.266  -3.343  -0.408
C  -4.016  -4.647  -0.001
C  -3.232  -4.889  1.119
H  -2.096  -4.013  2.715
H  -2.547  -1.691  1.998
H  -3.926  -1.262  -0.009
H  -4.876  -3.156  -1.282
H  -4.433  -5.477  -0.559
H  -3.034  -5.906  1.432

Force components x, y, z for each atom (eV/Å):
-0.26 0.55 0.24
0.91 -1.22 0.85
-1.04 0.09 -0.52
1.77 -0.97 0.32
-1.07 -0.55 -0.80
-0.40 1.32 0.87
0.10 -0.37 0.44
-0.40 0.05 -0.70
1.89 -0.50 -1.08
-2.87 0.03 1.54
-0.29 0.14 0.40
0.16 -0.06 0.26
1.10 0.41 -0.24
0.16 0.01 -0.31
0.18 0.31 -0.10
-0.16 -0.15 0.20
-0.17 0.36 -0.11
-0.34 0.24 -0.12
0.41 0.62 -0.01
0.40 -0.19 -0.54
0.18 -0.09 -0.25
-0.25 0.10 -0.01
0.25 0.02 -0.12
0.24 -0.03 -0.25
-0.15 -0.34 -0.22
-0.05 0.26 0.25
-0.35 -0.06 0.01
0.03 -0.01 0.00
0.05 0.03 -0.03
0.03 0.01 -0.02
0.02 0.01 -0.02
0.01 -0.01 -0.01
0.00 0.01 0.00
-0.03 0.00 -0.01
-0.03 -0.01 0.01
-0.04 -0.01 0.03
0.00 -0.01 0.02
0.01 0.02 0.01
-0.02 0.02 0.00

Results of the natural (NBO) charge analysis, in e, for atoms 1 through 6: C -0.646; C -0.073; O -0.705; B 0.980; O -0.858; S 1.022

No. 3
C37H61AsBaN4O9SSi3 | ωB97M-V/def2-TZVPD

Computed properties:
- DFT total energy (eV) = -159758.4992
- energy relative to the best compared isomer or geometry (same formula, charge and spin) (kcal per mole) = 0.0
- orbital gap (hartree) = 0.2577
- net charge = -2
- LUMO (eV) = 3.81
- highest occupied orbital energy (eV) = -3.21

CARTESIAN COORDINATES (ANGSTROEM)
Ba  1.888  -0.008  -0.328
O  -0.763  3.257  -2.503
C  -0.195  2.596  -1.616
O  0.040  1.359  -1.604
C  0.238  3.347  -0.342
N  1.592  3.040  0.117
C  2.597  3.718  -0.695
C  2.841  3.110  -2.074
N  3.437  1.773  -2.045
C  4.857  1.846  -1.713
C  5.471  0.569  -1.141
N  4.837  0.079  0.083
C  5.211  0.897  1.230
C  4.281  0.797  2.438
N  2.928  1.298  2.187
C  2.924  2.755  2.212
C  1.728  3.398  1.528
C  1.958  0.721  3.127
C  0.478  0.700  2.641
O  -0.311  1.478  3.211
O  0.205  -0.132  1.734
C  5.168  -1.336  0.289
C  4.286  -2.071  1.331
O  4.871  -2.822  2.129
O  3.049  -1.850  1.245
C  3.195  1.093  -3.327
C  3.578  -0.413  -3.367
O  4.201  -0.794  -4.368
O  3.197  -1.105  -2.381
H  -0.456  3.007  0.430
H  0.101  4.431  -0.492
H  3.536  3.730  -0.139
H  2.309  4.775  -0.843
H  3.484  3.809  -2.641
H  1.898  3.054  -2.615
H  4.994  2.659  -0.998
H  5.442  2.121  -2.609
H  6.546  0.772  -0.972
H  5.416  -0.222  -1.884
H  5.259  1.937  0.904
H  6.229  0.631  1.571
H  4.754  1.355  3.267
H  4.211  -0.239  2.760
H  3.847  3.106  1.747
H  2.947  3.116  3.257
H  1.812  4.495  1.653
H  0.822  3.089  2.047
H  1.957  1.252  4.092
H  2.234  -0.323  3.275
H  6.225  -1.455  0.574
H  4.996  -1.846  -0.662
H  3.725  1.607  -4.143
H  2.121  1.149  -3.522
C  -3.911  4.172  -0.632
Si  -3.909  3.117  0.927
C  -5.692  3.018  1.555
C  -2.898  3.997  2.245
As  -2.849  1.088  0.441
Si  -3.717  -0.261  2.165
C  -5.551  -0.713  2.014
C  -2.761  -1.873  2.192
C  -3.477  0.604  3.813
Si  -4.062  0.413  -1.458
C  -5.951  0.545  -1.385
C  -3.592  -1.387  -1.738
C  -3.526  1.395  -2.958
H  -4.077  5.222  -0.373
H  -4.705  3.863  -1.316
H  -2.962  4.095  -1.170
H  -6.105  4.026  1.666
H  -5.741  2.524  2.527
H  -6.329  2.461  0.864
H  -3.392  4.925  2.549
H  -1.909  4.244  1.858
H  -2.742  3.369  3.124
H  -5.737  -1.342  1.141
H  -6.187  0.170  1.937
H  -5.851  -1.276  2.904
H  -2.960  -2.473  1.301
H  -3.036  -2.459  3.075
H  -1.692  -1.651  2.220
H  -4.181  1.426  3.955
H  -2.453  0.980  3.875
H  -3.626  -0.117  4.624
H  -6.390  0.001  -0.549
H  -6.371  0.148  -2.315
H  -6.256  1.592  -1.304
H  -3.848  -2.022  -0.887
H  -2.512  -1.436  -1.893
H  -4.083  -1.789  -2.630
H  -4.064  2.342  -3.027
H  -3.750  0.811  -3.857
H  -2.459  1.624  -2.951
O  0.203  -2.063  -1.495
S  -0.519  -3.070  -0.671
C  -1.082  -4.307  -1.856
C  -1.986  -5.281  -1.465
C  -2.436  -6.201  -2.400
C  -1.988  -6.131  -3.713
C  -1.092  -5.139  -4.093
C  -0.637  -4.215  -3.163
C  0.747  -4.064  0.112
C  0.489  -4.624  1.352
C  1.511  -5.291  2.010
C  2.771  -5.364  1.434
C  3.014  -4.785  0.197
C  2.001  -4.121  -0.475
H  -2.337  -5.315  -0.440
H  -3.144  -6.967  -2.107
H  -2.345  -6.845  -4.444
H  -0.751  -5.080  -5.118
H  0.045  -3.416  -3.429
H  -0.482  -4.493  1.817
H  1.338  -5.706  2.995
H  3.586  -5.825  1.975
H  4.014  -4.793  -0.215
H  2.195  -3.584  -1.397

Force components x, y, z for each atom (eV/Å):
-0.29 -0.34 -0.05
-0.09 0.05 0.00
0.02 -0.03 0.06
0.00 0.16 -0.37
-0.05 0.00 -0.05
0.01 -0.01 0.04
0.00 0.00 -0.06
-0.03 0.01 0.04
-0.04 -0.04 -0.01
0.03 -0.04 -0.01
-0.01 0.01 -0.02
-0.02 0.01 -0.02
0.00 -0.01 0.05
0.02 -0.02 0.00
0.03 -0.03 -0.03
-0.05 0.02 0.00
0.02 -0.02 0.01
-0.28 -0.10 0.09
0.06 -0.03 0.01
-0.13 0.02 0.09
0.02 0.15 0.16
-0.02 0.00 0.07
0.10 0.13 -0.04
0.03 -0.09 -0.02
0.06 0.00 0.11
0.09 0.00 0.02
0.03 0.08 -0.04
0.02 -0.01 -0.02
0.06 0.00 -0.08
-0.02 0.00 0.03
0.02 0.00 0.02
0.00 0.00 0.00
0.01 0.00 0.01
0.00 0.00 0.00
0.01 -0.01 -0.01
0.00 0.00 0.00
0.00 0.00 0.00
0.00 -0.01 0.00
0.01 0.00 0.01
0.01 0.00 0.00
0.00 0.00 0.00
0.00 0.00 0.01
0.00 0.01 0.01
0.00 0.00 0.01
0.00 0.00 0.00
0.00 0.00 -0.01
0.00 0.01 0.00
0.22 0.03 -0.02
0.02 0.00 0.00
0.00 0.01 -0.01
0.00 0.00 -0.01
0.01 -0.01 0.00
-0.01 -0.01 -0.01
0.01 -0.02 0.04
-0.04 0.02 -0.04
0.04 0.02 -0.02
-0.01 -0.03 -0.03
-0.01 0.02 0.01
-0.05 0.01 -0.02
0.05 0.00 0.01
0.02 0.06 0.00
0.03 -0.09 -0.02
-0.03 -0.03 0.01
0.04 0.00 0.01
-0.03 0.02 0.03
-0.01 -0.02 0.01
-0.02 0.00 0.00
-0.01 0.00 0.00
0.01 -0.01 0.00
0.00 0.01 0.01
0.00 -0.01 0.02
0.00 0.01 -0.01
0.00 0.00 0.01
0.02 0.01 -0.02
-0.01 -0.01 0.00
0.01 -0.02 0.00
0.00 0.01 0.00
-0.01 -0.01 0.00
0.00 -0.01 -0.02
0.00 -0.01 -0.01
0.04 0.01 0.00
0.01 0.03 0.00
0.03 0.05 -0.03
-0.05 0.01 -0.01
0.01 -0.01 0.00
-0.01 0.00 -0.01
0.00 0.01 -0.01
0.00 -0.01 0.00
0.04 0.00 -0.01
-0.01 0.00 0.00
0.01 0.01 0.00
-0.02 0.01 0.00
0.05 0.00 0.03
-0.07 0.13 0.04
0.04 -0.14 0.03
0.02 0.09 0.00
-0.01 -0.03 -0.02
0.00 0.01 0.04
0.02 0.01 -0.03
-0.01 -0.02 -0.01
-0.02 0.02 0.02
-0.02 0.10 0.01
0.01 0.02 0.00
0.01 -0.02 0.00
-0.02 -0.02 0.01
-0.01 -0.01 -0.05
0.02 -0.01 0.02
0.00 -0.01 0.01
0.00 0.00 0.00
0.00 0.00 0.00
0.00 0.00 0.00
0.01 0.00 0.01
-0.01 0.00 0.00
0.00 0.00 0.00
0.01 0.01 0.01
0.01 0.00 0.00
0.01 0.00 -0.02

Results of the Löwdin charge analysis, in e, for atoms 1 through 6: Ba 1.947; O -0.044; C -0.746; O -0.243; C -0.127; N -0.181